# C5H8N2O3

2 unconnected molecules or ions with the total composition C5H8N2O3 in a non-equilibrium geometry (ωB97M-V/def2-TZVPD, the OMol25 dataset).

```
18
Properties=species:S:1:pos:R:3
O 0.195 0.064 1.842
C 0.076 -1.132 1.276
O 0.124 -2.125 1.970
C 0.494 1.343 0.966
N 0.323 1.308 -0.249
C -0.054 0.148 -1.007
C 1.112 -0.391 -1.864
N 1.367 -1.414 -0.832
C 0.043 -1.190 -0.235
H 0.622 2.194 1.635
H -0.995 0.357 -1.525
H 0.755 -0.795 -2.822
H 1.942 0.306 -2.040
H 1.542 -2.356 -1.165
H -0.735 -1.906 -0.540
O -2.641 1.917 1.657
H -1.945 2.582 1.565
H -2.225 1.091 1.368
```

Values from the calculation:
orbital gap	10.20	eV
HOMO	-0.3583	Ha
net charge	0
SMILES	O=C1OC=N[C@H]2CN[C@@H]12.O
energy relative to the best compared isomer or geometry (same formula, charge and spin)	2.190	eV
LUMO energy	0.5	eV


# C4H12BINO

2 unconnected molecules or ions with the total composition C4H12BINO in a non-equilibrium geometry (ωB97M-V/def2-TZVPD, the OMol25 dataset).

```
20
Properties=species:S:1:pos:R:3
C 0.492 0.706 0.721
C -0.755 0.630 -0.340
I -1.603 -1.402 -0.426
C -0.414 1.144 -1.858
B 1.141 0.926 -2.341
N 1.527 -0.068 -3.432
H 0.805 1.836 0.824
H 0.077 0.395 1.797
H 1.381 -0.023 0.503
H -1.626 1.342 0.060
H -0.805 2.265 -1.973
H -1.110 0.513 -2.595
H 2.017 1.534 -1.802
H 0.647 -0.326 -3.942
H 1.790 -0.957 -2.910
C -0.679 -1.685 3.549
O 0.470 -1.066 3.773
H -0.656 -2.573 2.894
H -1.214 -2.092 4.424
H -1.484 -1.100 3.072
```

Values from the calculation:
orbital gap	4.66	eV
HOMO	-0.0769	Ha
net charge	-1
LUMO energy	2.6	eV


# C5H4N2

A single C5H4N2 molecule in a non-equilibrium geometry (ωB97M-V/def2-TZVPD, the OMol25 dataset).

```
11
Properties=species:S:1:pos:R:3
C 2.481 -0.168 -0.281
C 1.523 -0.488 0.384
C 0.162 -0.269 0.767
C -1.018 -0.954 0.472
N -1.731 -0.109 -0.296
N -1.156 1.091 -0.510
C -0.047 1.024 0.170
H 3.230 0.182 -0.952
H -1.479 -1.893 0.766
H -2.648 -0.245 -0.675
H 0.683 1.830 0.155
```

Values from the calculation:
orbital gap	9.35	eV
HOMO	-0.3113	Ha
net charge	0
SMILES	C#Cc1cn[nH]c1
energy relative to the best compared isomer or geometry (same formula, charge and spin)	3.560	eV
LUMO energy	0.9	eV


# C55H57N2O5PS

8 unconnected molecules or ions with the total composition C55H57N2O5PS in a non-equilibrium geometry (ωB97M-V/def2-TZVPD, the OMol25 dataset).

```
121
Properties=species:S:1:pos:R:3
C -3.468 -2.063 -2.164
C -2.696 -1.485 -1.260
C -1.497 -1.015 -0.260
C -0.159 -1.945 -0.546
N 0.901 -2.582 -0.585
C -1.063 0.533 -0.494
C -2.380 1.479 -0.270
N -3.478 2.028 -0.239
C 0.014 1.019 0.613
C 0.814 2.367 0.226
O 2.087 2.127 -0.462
C 3.125 1.740 0.453
C 3.769 0.262 0.302
O 3.603 2.512 1.356
C -0.580 0.692 -2.027
C -1.592 1.877 -2.798
C -0.801 2.770 -4.007
O -1.206 3.332 -2.546
P -2.082 -1.442 1.497
O -2.775 -3.035 1.383
O -3.334 -0.438 2.096
S -0.637 -1.607 2.808
H -3.926 -2.377 -3.183
H 0.824 0.215 0.855
H -0.553 1.173 1.622
H 0.214 3.093 -0.438
H 1.069 2.962 1.195
H 3.122 -0.449 -0.352
H 3.898 -0.253 1.331
H 4.840 0.316 -0.152
H -0.696 -0.247 -2.678
H 0.494 1.076 -2.163
H -2.758 1.587 -2.986
H -1.398 3.525 -4.631
H 0.314 3.009 -3.879
H -2.283 -3.599 2.038
H -4.092 -0.381 1.440
C 2.312 -0.028 -6.223
C 2.138 -1.159 -7.017
C 2.033 -2.415 -6.426
C 2.092 -2.539 -5.040
C 2.264 -1.408 -4.246
C 2.378 -0.154 -4.838
H 2.396 0.951 -6.684
H 2.084 -1.061 -8.096
H 1.904 -3.297 -7.044
H 2.005 -3.518 -4.578
H 2.307 -1.499 -3.164
H 2.517 0.727 -4.219
C 3.253 -7.948 -0.769
C 4.225 -7.658 -1.722
C 4.298 -6.383 -2.277
C 3.403 -5.396 -1.872
C 2.433 -5.685 -0.916
C 2.355 -6.963 -0.368
H 3.194 -8.943 -0.339
H 4.927 -8.426 -2.033
H 5.052 -6.159 -3.024
H 3.463 -4.400 -2.301
H 1.737 -4.914 -0.599
H 1.595 -7.190 0.373
C 6.914 -0.865 -5.079
C 5.893 0.064 -4.895
C 6.198 1.415 -4.751
C 7.523 1.838 -4.801
C 8.544 0.910 -4.988
C 8.240 -0.442 -5.124
H 6.677 -1.918 -5.188
H 4.859 -0.266 -4.863
H 5.402 2.138 -4.601
H 7.761 2.892 -4.693
H 9.577 1.241 -5.029
H 9.036 -1.166 -5.265
C -2.128 -5.505 -3.661
C -3.148 -6.397 -3.983
C -3.678 -6.415 -5.270
C -3.182 -5.547 -6.239
C -2.160 -4.657 -5.919
C -1.636 -4.633 -4.630
H -1.717 -5.489 -2.657
H -3.530 -7.079 -3.229
H -4.477 -7.106 -5.518
H -3.592 -5.565 -7.244
H -1.772 -3.982 -6.676
H -0.843 -3.935 -4.379
C -1.137 3.456 3.971
C -2.157 4.383 4.163
C -1.854 5.735 4.302
C -0.530 6.161 4.237
C 0.490 5.234 4.040
C 0.188 3.882 3.911
H -1.374 2.402 3.866
H -3.190 4.052 4.207
H -2.649 6.456 4.459
H -0.293 7.215 4.340
H 1.523 5.567 3.988
H 0.984 3.158 3.763
C -2.615 0.829 6.666
C -2.790 -0.300 5.873
C -2.882 -1.558 6.460
C -2.809 -1.685 7.846
C -2.637 -0.554 8.640
C -2.535 0.703 8.050
H -2.540 1.809 6.204
H -2.855 -0.198 4.793
H -3.012 -2.439 5.840
H -2.885 -2.665 8.305
H -2.580 -0.653 9.720
H -2.395 1.584 8.669
C -5.656 5.863 6.924
C -6.676 6.790 7.117
C -6.373 8.141 7.255
C -5.049 8.568 7.191
C -4.029 7.641 6.994
C -4.331 6.288 6.865
H -5.892 4.809 6.819
H -7.709 6.458 7.160
H -7.168 8.863 7.413
H -4.813 9.622 7.294
H -2.996 7.974 6.942
H -3.535 5.566 6.717
```

Values from the calculation:
orbital gap	8.74	eV
HOMO	-0.3369	Ha
net charge	0
SMILES	C#C[C@@](C#N)([C@@](C#N)(CCOC(C)=O)C[C@@H]1CO1)P(O)(O)=S.c1ccccc1.c1ccccc1.c1ccccc1.c1ccccc1.c1ccccc1.c1ccccc1.c1ccccc1
LUMO energy	-0.4	eV